# 1
Formula: C6H26O10
Source: OMol25
Level of theory: wB97M-V/def2-TZVPD

SMILES = OCCO.OCCO.OCCO.O.O.O.O
orbital gap = 9.2 eV
energy relative to the best compared isomer or geometry (same formula, charge and spin) = 4.002 eV
E_LUMO = -0.2276 eV
HOMO energy = -9.4 eV
energy = -27114.844 eV

Positions of all 42 atoms, in Å:
O -4.0010 15.7837 8.7761
C -4.4284 17.0665 8.8910
C -3.3405 18.0273 9.2319
O -3.8588 19.2632 9.6587
H -4.8043 15.2975 8.4529
H -4.8865 17.2068 7.9957
H -5.3688 17.0117 9.5635
H -2.6853 18.1557 8.2925
H -2.8809 17.5294 10.0383
H -4.4249 19.0497 10.3908
O -0.5382 14.5229 11.4135
C -1.8604 14.1891 11.8004
C -2.3405 15.2360 12.8299
O -3.7330 14.9414 12.7759
H -0.5331 14.9122 10.5777
H -2.4771 14.2933 10.9103
H -2.0062 13.1486 12.0900
H -2.2370 16.2302 12.3547
H -1.8188 15.3196 13.8562
H -3.9100 14.3822 13.4837
O -5.5650 13.1195 4.7514
C -5.0443 13.9858 5.6619
C -4.1955 15.0577 4.9879
O -3.1011 15.3090 5.7807
H -4.8584 12.6393 4.3072
H -5.9177 14.5593 6.1727
H -4.4357 13.4430 6.4301
H -4.6824 16.0612 4.8909
H -3.7590 14.8544 3.9758
H -2.6580 14.4590 5.8210
O -2.3037 11.9264 9.6590
H -2.6387 11.2439 9.0523
H -1.9841 11.3169 10.3555
O -1.4686 15.3736 8.7301
H -1.6355 14.4651 8.3747
H -2.2708 15.8366 8.5378
O -1.3688 13.0262 6.9102
H -1.5396 12.7489 7.8153
H -0.9203 12.2690 6.4856
O -0.5960 16.9146 6.1634
H -0.5163 16.4012 6.9448
H -0.3954 16.4342 5.3126

=====

# 2
Formula: C6H28ClO12
Source: OMol25
Level of theory: wB97M-V/def2-TZVPD

orbital gap = 10.0 eV
energy relative to the best compared isomer or geometry (same formula, charge and spin) = 1.128 eV
net charge = -1
E_LUMO = 2.5783 eV
HOMO energy = -7.5 eV
energy = -43763.772 eV

Positions of all 47 atoms, in Å:
Cl 0.8617 -1.3664 0.6652
O 1.1120 -2.7784 0.3874
O 0.5879 -1.1275 2.0702
O 2.0372 -0.5324 0.3562
O -0.2302 -0.9276 -0.1314
O 1.1563 -5.7330 0.8717
H 2.0818 -5.7420 1.1158
H 0.9545 -4.8081 0.7302
O -2.1730 -3.0730 1.4796
H -2.1203 -2.5517 2.2807
H -1.7396 -2.5369 0.8155
O -0.9229 -3.3385 -1.9552
H -0.2045 -2.9572 -2.4599
H -0.7015 -3.1507 -1.0431
O -2.0268 -1.6935 3.9118
H -1.0752 -1.6667 4.0108
H -2.2831 -0.7772 3.8070
O -3.3559 0.5256 -1.0950
H -2.9653 0.7606 -0.2533
H -2.6699 0.0371 -1.5499
O 4.2852 -2.3932 1.9116
H 3.4324 -2.1592 1.5452
H 4.3380 -1.9003 2.7304
C 1.4119 2.2592 -3.5168
C 0.7769 1.0343 -3.0365
C -0.5203 0.5447 -3.7135
O 1.7212 -0.0724 -2.8962
H 1.7315 2.1439 -4.5525
H 2.1503 2.6382 -2.8102
H 0.6646 3.0488 -3.5962
H 0.6716 1.1534 -1.9582
H -0.9156 -0.3995 -3.3387
H -0.2280 0.4504 -4.7593
H -1.3131 1.2862 -3.6149
H 1.5421 -0.6207 -2.1287
C -1.4143 3.5989 0.8443
C -0.7853 2.6146 1.8328
C 0.7322 2.5839 1.8296
O -1.1460 2.9955 3.1354
H -1.4120 4.6520 1.1257
H -2.4621 3.3520 0.6737
H -0.9076 3.5173 -0.1173
H -1.1173 1.6255 1.5172
H 1.0919 3.5652 2.1391
H 1.1528 2.2788 0.8714
H 1.0264 1.7702 2.4926
H -0.8306 3.8698 3.3757

=====

# 3
Formula: C6H28N2O6
Source: OMol25
Level of theory: wB97M-V/def2-TZVPD

SMILES = CNCCNC(C)C.O.O.O.O.O.O
orbital gap = 9.3 eV
energy relative to the best compared isomer or geometry (same formula, charge and spin) = 2.836 eV
E_LUMO = 0.5111 eV
HOMO energy = -8.8 eV
energy = -21940.071 eV

Positions of all 42 atoms, in Å:
C -3.3466 -0.9931 -1.2690
N -1.8994 -0.6335 -1.0044
C -1.6275 0.8049 -1.2921
C -0.6549 1.5305 -0.3596
N -0.9581 1.0712 0.9992
C 0.0955 1.1555 1.9514
C 0.8476 2.5159 1.9032
C -0.3574 0.9149 3.4257
H -3.8996 -0.4749 -2.0417
H -3.9272 -1.1692 -0.3578
H -3.2801 -1.9974 -1.7441
H -1.8196 -0.7413 0.0121
H -1.3477 0.8957 -2.3871
H -2.5730 1.3362 -1.3599
H 0.4101 1.3244 -0.5460
H -0.6881 2.6399 -0.3550
H -1.9215 1.2903 1.2951
H 0.9181 0.4455 1.7476
H 0.3598 3.5076 1.9103
H 1.3841 2.6026 2.9426
H 1.6785 2.3909 1.1721
H 0.4253 1.2595 4.0969
H -1.4000 1.1385 3.7237
H -0.2432 -0.1648 3.5993
O 0.3841 -3.0917 -1.0104
H 0.9049 -2.9218 -0.1497
H -0.2831 -2.4044 -1.0122
O 2.9626 1.2802 -0.3757
H 3.8560 1.4846 -0.0910
H 2.9150 0.9299 -1.2712
O -0.0254 -2.4027 1.9544
H -0.9351 -2.3807 2.2454
H 0.3097 -1.5007 1.8728
O 2.8938 -1.4795 -0.4314
H 3.1894 -1.1592 0.4236
H 2.3990 -0.8166 -0.9787
O 2.0452 -0.1596 -2.5121
H 2.6320 -0.6522 -3.0845
H 1.1555 -0.6416 -2.7365
O -0.0417 -1.5337 -3.3088
H -0.8052 -1.0354 -2.9605
H 0.2683 -2.1647 -2.6363

=====

# 4
Formula: C6H28N2O6
Source: OMol25
Level of theory: wB97M-V/def2-TZVPD

SMILES = CCN[C@H](C)CNC.O.O.O.O.O.O
orbital gap = 8.5 eV
energy relative to the best compared isomer or geometry (same formula, charge and spin) = 2.321 eV
E_LUMO = 0.0699 eV
HOMO energy = -8.4 eV
energy = -21940.586 eV

Positions of all 42 atoms, in Å:
C 2.0547 1.3176 -0.3394
C 0.5873 1.2905 0.2449
N 0.5283 0.1188 1.1588
C -0.4317 -0.9428 0.8405
C -1.5181 -0.8995 1.9699
C 0.1288 -2.3451 0.7136
N 0.4990 -2.8092 -0.6270
C 1.8538 -2.3846 -0.9871
H 2.6133 2.2293 -0.0793
H 1.9392 1.2527 -1.4055
H 2.6883 0.5265 0.0976
H -0.0874 1.2038 -0.6242
H 0.4049 2.2528 0.7413
H 0.4503 0.5023 2.0894
H -1.0189 -0.6384 -0.0508
H -2.2426 -1.6804 1.7398
H -1.0434 -1.0984 2.9254
H -2.0427 0.0586 1.9338
H 0.9083 -2.5929 1.4232
H -0.7102 -3.0218 0.9082
H -0.1691 -2.3713 -1.2630
H 2.2531 -2.9493 -1.8322
H 1.9601 -1.2947 -1.0824
H 2.5441 -2.7041 -0.1800
O -1.3983 1.4800 -2.8307
H -0.5132 1.0386 -2.8169
H -1.4201 1.9220 -3.6830
O -1.0862 2.0871 3.3465
H -1.5873 1.9197 2.5310
H -0.6543 2.9161 3.0946
O -2.2981 2.2666 0.6405
H -3.2486 2.3996 0.7520
H -2.3093 1.7663 -0.1849
O 3.5557 -0.5292 1.7731
H 2.7349 -0.3242 1.3095
H 3.1840 -0.9654 2.5459
O 0.7685 0.0370 -3.0395
H 1.5863 0.4329 -2.7119
H 0.9684 -0.4869 -3.8197
O -3.7138 0.5773 -1.5582
H -3.8582 -0.3575 -1.7082
H -2.8598 0.8000 -1.9554

=====

# 5
Formula: C6H28NO8
Source: OMol25
Level of theory: wB97M-V/def2-TZVPD

orbital gap = 9.2 eV
energy relative to the best compared isomer or geometry (same formula, charge and spin) = 6.060 eV
net charge = -1
E_LUMO = 3.0972 eV
HOMO energy = -6.1 eV
energy = -24543.729 eV

Positions of all 43 atoms, in Å:
C 2.6349 0.8709 -1.8901
C 2.7984 0.3280 -0.4109
N 1.6184 -0.4310 0.1086
C 1.7255 -0.5132 1.5813
C 0.6394 0.3062 2.3530
C 1.4848 -1.8268 -0.5155
C 0.1389 -2.4385 -0.1289
O -0.5404 -2.6943 -1.4258
H 2.9730 0.0353 -2.5294
H 1.4901 0.7033 -2.1056
H 2.8828 1.8331 -2.1817
H 2.8699 1.1734 0.3536
H 3.7655 -0.1108 -0.3717
H 1.5873 -1.6292 1.9501
H 2.7673 -0.1713 1.7912
H 0.9337 0.4388 3.4188
H -0.3411 -0.1016 1.9727
H 0.8401 1.3246 1.8431
H 2.3177 -2.4062 -0.3393
H 1.5552 -1.6553 -1.5902
H 0.2602 -3.4053 0.3027
H -0.5483 -2.0914 0.5540
H -0.5561 -1.8055 -1.7699
H -1.4963 0.2096 -1.8829
O -1.4974 0.0293 -2.7336
H -1.2075 3.5376 -0.8399
H -1.1711 2.3167 -1.6549
O -0.8171 3.3024 -1.7566
H -1.1505 0.7840 -3.1793
H -0.8121 -0.0059 0.2936
O -1.2887 0.4060 -0.3056
H -2.7815 -1.5244 2.1555
H -1.7239 -1.0520 2.9570
O -2.1673 -1.7634 2.7553
H -2.1631 2.3221 1.6731
H -2.2951 1.0970 0.8717
O -2.8067 1.6088 1.6047
H -2.5817 -0.6153 -0.8473
H -2.6067 -1.9849 -1.2894
O -3.1589 -1.3708 -0.7444
H -0.9401 1.5502 0.2538
H 0.0984 2.8611 0.8942
O -0.7296 2.5587 0.8049

=====

# 6
Formula: C6H29NO7
Source: OMol25
Level of theory: wB97M-V/def2-TZVPD

SMILES = CCCCNCC.O.O.O.O.O.O.O
orbital gap = 9.0 eV
energy relative to the best compared isomer or geometry (same formula, charge and spin) = 2.799 eV
E_LUMO = 0.2305 eV
HOMO energy = -8.8 eV
energy = -22512.381 eV

Positions of all 43 atoms, in Å:
C 2.2076 -0.2505 2.1633
C 0.6557 0.2599 2.3430
C 0.1641 1.1068 1.1276
C 0.3256 0.3320 -0.1786
N -0.9366 -0.1418 -0.6687
C -0.9703 -1.0850 -1.8478
C -2.2467 -1.9120 -1.6468
H 2.8903 0.5713 1.9157
H 2.5439 -0.6168 3.1887
H 2.3572 -0.9501 1.2988
H 0.0329 -0.6707 2.2537
H 0.5047 0.6477 3.3785
H -0.8703 1.5245 1.3447
H 0.7172 2.0431 1.1598
H 1.2539 -0.3941 -0.0813
H 0.8625 0.9813 -0.9618
H -1.4843 -0.5666 0.2023
H -1.1583 -0.3964 -2.7607
H -0.1825 -1.6446 -1.8647
H -2.4046 -2.3932 -2.6677
H -3.1249 -1.2521 -1.3932
H -2.2629 -2.6141 -0.9017
O -2.3206 3.5243 0.2132
H -2.4212 3.1543 -0.6897
H -2.7630 2.7619 0.8019
O 3.0742 3.2068 0.5137
H 2.1414 3.1885 0.5436
H 3.2952 2.6907 1.2517
O -0.1184 -3.1378 0.9932
H -0.3284 -3.6443 0.2050
H 0.1507 -2.2349 0.7140
O -2.3806 -1.2476 1.8311
H -2.8635 -2.0022 2.1066
H -2.0265 -0.9088 2.6074
O -1.9706 2.1347 -2.1049
H -2.1076 1.4291 -1.4574
H -0.9171 2.1702 -2.4516
O 1.1405 1.6092 -3.5260
H 2.0076 1.3604 -3.2077
H 0.8014 0.8663 -4.0873
O 2.8145 -2.1746 -0.1450
H 3.6581 -2.4564 0.2813
H 2.2601 -2.8686 0.2039